# C31H46EuI2N8O2Si3

C31H46EuI2N8O2Si3 as an isolated structure at a distorted geometry (ωB97M-V/def2-TZVPD, OMol25).

Relative energy (zero: lowest compared OMol25 entry of this formula, charge and spin) in kcal per mole: 0.0
HOMO energy (alpha / beta) in eV: -10.202 / -10.207
Strongest force on any atom in eV/Å: 1.9

```
! RIJCOSX wB97M-V def2-TZVPD def2/J DEFGRID3
* xyz 1 7
Eu 12.77842 -7.38342 10.96859
I 20.00390 -4.04379 10.80042
C 18.20065 -4.98924 11.25427
C 18.28791 -6.32584 11.62768
C 17.10611 -6.97779 11.99137
I 17.32435 -8.98641 12.57102
C 15.86431 -6.38216 11.94093
O 14.73267 -7.05323 12.13340
C 15.80260 -5.01244 11.57066
C 14.45662 -4.38075 11.46296
N 13.65124 -5.00431 10.40392
C 14.31445 -4.99383 9.07415
C 15.16688 -6.21653 8.89213
C 16.37589 -6.13787 8.22483
C 17.15733 -7.28594 8.09672
C 16.79290 -8.46581 8.71657
C 15.57156 -8.45434 9.37506
N 14.74978 -7.39921 9.45112
C 16.97067 -4.33927 11.23086
H 19.23991 -6.89276 11.66183
H 14.59679 -3.26491 11.28482
H 13.84962 -4.48737 12.39353
H 12.80384 -4.47014 10.32261
H 14.95807 -4.09239 9.00013
H 13.53891 -4.98633 8.30255
H 16.62684 -5.18129 7.76254
H 18.07083 -7.26022 7.53497
H 17.37946 -9.37642 8.70329
H 15.19205 -9.35914 9.84390
H 16.97715 -3.26864 11.03729
C 10.51051 -6.36292 13.61877
O 10.99830 -6.49369 12.30722
Si 10.05218 -5.75581 11.07222
C 8.27155 -5.79189 11.61081
C 10.42962 -3.89704 11.32286
C 10.65060 -6.70723 9.58304
Si 9.49099 -8.22194 9.37849
C 10.03452 -9.30436 7.85177
C 9.44568 -9.33293 10.92282
C 7.65378 -7.75923 9.04626
Si 10.80287 -5.91956 7.90853
C 9.29521 -5.97399 6.72082
C 11.16893 -4.05738 7.96466
C 12.14459 -6.81667 6.85260
H 9.65889 -7.00760 13.72886
H 10.16451 -5.36279 13.81821
H 11.25873 -6.64588 14.31734
H 8.10965 -5.23373 12.54489
H 7.76257 -6.68887 11.75136
H 7.72916 -5.25780 10.80891
H 10.38590 -3.69986 12.40136
H 9.71905 -3.20881 10.88824
H 11.45893 -3.56348 11.10516
H 11.11698 -9.29298 7.74138
H 9.54632 -8.89665 6.97293
H 9.63838 -10.29168 7.99167
H 9.44638 -8.85795 11.89252
H 10.29639 -9.98903 10.96058
H 8.57650 -10.02428 10.90618
H 7.48905 -6.89679 8.41446
H 7.18642 -7.51442 9.97915
H 7.08015 -8.55502 8.59808
H 8.48430 -5.31258 7.03398
H 8.88215 -6.94770 6.67353
H 9.67453 -5.78348 5.70464
H 10.23048 -3.60559 8.24075
H 11.45128 -3.70186 6.95784
H 11.95310 -3.61946 8.60777
H 11.69019 -7.56276 6.21207
H 12.89256 -7.29683 7.44949
H 12.66511 -6.07862 6.20881
N 13.61428 -7.65109 14.52803
C 13.04736 -8.82310 14.22600
N 12.65922 -9.56963 15.25019
C 12.12931 -10.76441 14.88507
N 11.61485 -11.49185 15.86441
N 12.10391 -11.23994 13.62513
C 12.45430 -10.35097 12.71241
N 12.86053 -9.10957 12.91933
C 12.59756 -10.81192 11.30511
C 12.47366 -12.19198 11.01688
C 12.54637 -12.56092 9.68163
C 12.81995 -11.61113 8.69945
C 12.87657 -10.29039 9.06292
N 12.77675 -9.87980 10.32903
H 13.81960 -7.52610 15.50117
H 13.99806 -7.07922 13.79226
H 11.61575 -11.17506 16.80813
H 11.10282 -12.35284 15.65775
H 12.24139 -12.90219 11.79227
H 12.46356 -13.61562 9.41271
H 12.85839 -11.87893 7.67740
H 13.04578 -9.53038 8.37948
*
```

Here are the Löwdin charges for atoms 1 to 5, given in e: 1.983 0.882 -0.750 -0.241 -0.623

# C31H46LuN2O6P2

C31H46LuN2O6P2 as an isolated structure at a distorted geometry (ωB97M-V/def2-TZVPD, OMol25).

Relative energy (zero: lowest compared OMol25 entry of this formula, charge and spin) in kcal per mole: 95.0
HOMO energy in eV: -9.980
Strongest force on any atom in eV/Å: 3.8

```
! RIJCOSX wB97M-V def2-TZVPD def2/J DEFGRID3
* xyz 1 1
Lu 0.05708 0.72511 0.57419
C 0.50631 0.60912 3.11777
C -0.20776 1.81040 2.79540
C -1.68982 0.03206 2.71905
C -0.40416 -0.47769 3.09369
C -1.56427 1.42977 2.53879
C 1.89569 0.47952 3.62897
H 2.36327 1.45775 3.80560
H 2.53516 -0.07964 2.92574
H 1.92026 -0.06844 4.59038
C 0.01264 -1.84703 3.47927
H 0.66004 -1.83433 4.37107
H 0.61071 -2.31406 2.67416
H -0.82144 -2.52422 3.70137
C -3.00412 -0.65013 2.63442
H -3.02971 -1.61925 3.14024
H -3.29877 -0.82115 1.58361
H -3.80484 -0.04100 3.08003
C -2.71492 2.34717 2.30530
H -3.54606 2.11135 2.99400
H -3.10928 2.26398 1.27519
H -2.45496 3.40210 2.49440
C 0.32164 3.20018 2.82771
H -0.10362 3.77358 3.66576
H 0.06138 3.74474 1.90804
H 1.41103 3.21186 2.94637
C 3.95180 1.93673 -2.21708
C 4.27874 2.11833 -0.92349
C 4.01118 3.36548 -0.13898
C 2.61387 4.03985 -0.33531
C 1.44574 3.14973 -0.66793
C 1.15592 2.75066 -1.93360
C 1.93284 3.07893 -3.20132
C 3.48981 3.02409 -3.12116
H 4.76190 4.14720 -0.34598
H 2.74604 4.84729 -1.07724
H 4.11268 3.10780 0.93009
H 3.88941 4.01179 -2.80813
H 4.13259 0.97113 -2.72655
H 4.90149 1.36687 -0.41313
H 3.90527 2.82497 -4.13625
H 1.62346 2.39606 -4.00274
H 0.18439 2.27984 -2.12272
H 1.66125 4.09076 -3.54881
H 2.35813 4.54929 0.61784
H 0.65062 3.12287 0.11420
P 1.54543 -1.18139 -1.41321
P -1.85359 0.76586 -1.77406
C 0.88598 -0.21902 -2.84526
C -0.61521 0.18796 -3.07186
H 1.12625 -0.91858 -3.66912
H 1.58328 0.61985 -2.94234
H -0.67749 0.93688 -3.87164
H -1.09915 -0.71109 -3.45189
C -3.37892 -0.19157 -2.15084
H -4.09920 -0.16987 -1.31380
H -3.14578 -1.23847 -2.38231
H -3.86217 0.28504 -3.01884
C -2.59127 2.43425 -2.13880
H -2.91286 2.47563 -3.19708
H -1.89801 3.26711 -1.91152
H -3.48555 2.53763 -1.49284
C 3.15840 -1.88310 -1.95307
H 3.70682 -2.22568 -1.04903
H 3.74853 -1.09531 -2.46947
H 2.97683 -2.73904 -2.62672
C 2.26437 0.04151 -0.15197
H 1.98933 1.07132 0.20709
H 2.92623 0.39600 -0.95377
H 2.93192 -0.40969 0.60171
O -0.49862 -2.33915 -1.90969
C -0.83232 -2.26264 -0.70463
O -0.69945 -1.17770 0.05831
C -1.47431 -3.45286 -0.11463
C -1.82128 -3.50808 1.23921
C -2.49005 -4.64441 1.75154
C -2.83321 -5.69507 0.86399
C -2.50067 -5.61952 -0.50591
C -1.73740 -4.53873 -0.97596
N -3.06714 -6.54642 -1.46369
O -3.80866 -7.46948 -1.05512
O -2.79852 -6.35286 -2.66987
N -2.81189 -4.72352 3.15281
O -2.61357 -3.70827 3.86987
O -3.26862 -5.78814 3.60059
H -1.58084 -2.64884 1.86181
H -3.37751 -6.55028 1.24256
H -1.41872 -4.51168 -2.01276
*
```

Here are the Löwdin charges for atoms 1 to 5, given in e: 1.621 -0.333 -0.364 -0.250 -0.251

Q: Which formula does entry 1 have?
A: C31H46EuI2N8O2Si3

Q: Which value of strongest force on any atom does entry 2 give?
A: 3.8 eV/Å